Here is one molecule with the formula C15H14N2OS2 from OMol25. Energies are from ωB97M-V with the def2-TZVPD basis set.

Computed properties:
* ΔE to the lowest compared entry with this formula, charge and spin: 1.611 eV
* LUMO energy: 0.04 eV
* HOMO level: -8.1794 eV
* structure (SMILES): O=C1CN=C(c2cccs2)c2c(sc3c2CCCC3)N1
* HOMO-LUMO gap: 8.22 eV

```
34
C15H14N2OS2 ωB97M-V with the def2-TZVPD basis set
O -4.10 -1.68 -2.07
C -3.03 -1.21 -1.84
C -2.73 0.30 -1.82
N -1.36 0.65 -2.18
C -0.43 0.05 -1.49
C 0.97 0.23 -1.94
C 1.40 0.99 -2.98
C 2.74 0.85 -3.40
C 3.37 -0.07 -2.62
S 2.40 -0.80 -1.34
C -0.61 -0.65 -0.25
C -1.46 -1.62 -0.10
S -1.69 -2.06 1.58
C -0.64 -0.78 2.09
C -0.02 -0.15 1.02
C 0.93 1.00 1.06
C 1.55 0.90 2.46
C 0.52 0.73 3.62
C -0.40 -0.52 3.53
N -2.36 -2.11 -1.04
H -3.03 0.58 -0.82
H -3.32 0.74 -2.61
H 0.73 1.62 -3.56
H 3.19 1.38 -4.23
H 4.31 -0.40 -2.76
H 0.31 1.82 0.91
H 1.64 1.01 0.29
H 2.29 0.05 2.54
H 2.10 1.77 2.62
H 1.04 0.47 4.53
H -0.11 1.69 3.65
H -1.40 -0.39 4.02
H 0.00 -1.40 4.02
H -2.81 -2.98 -0.90
```

Here is one molecule with the formula C2H6N2 from OMol25. Energies are from ωB97M-V with the def2-TZVPD basis set.

Computed properties:
* ΔE to the lowest compared entry with this formula, charge and spin: 2.225 eV
* LUMO energy: 0.95 eV
* HOMO level: -8.1749 eV
* structure (SMILES): [H]/N=C/NC
* HOMO-LUMO gap: 9.12 eV

```
10
C2H6N2 ωB97M-V with the def2-TZVPD basis set
H 1.34 -2.41 -0.06
N 0.37 -2.20 -0.30
C 0.13 -1.00 0.06
N -0.10 0.15 -0.66
C -0.34 1.35 0.16
H 0.37 -0.84 1.13
H -0.59 0.06 -1.54
H -0.61 2.22 -0.42
H 0.57 1.52 0.73
H -1.14 1.15 0.89
```

Here is one molecule with the formula C5H7NO from OMol25. Energies are from ωB97M-V with the def2-TZVPD basis set.

Computed properties:
* ΔE to the lowest compared entry with this formula, charge and spin: 1.689 eV
* LUMO energy: 0.82 eV
* HOMO level: -11.1403 eV
* structure (SMILES): CC[C@@]1(C#N)CO1
* HOMO-LUMO gap: 11.96 eV

```
14
C5H7NO ωB97M-V with the def2-TZVPD basis set
C -1.73 -0.06 0.33
C -0.45 -0.87 0.11
C 0.72 -0.02 -0.34
C 0.47 0.79 -1.53
N 0.23 1.43 -2.46
C 1.75 0.45 0.60
O 2.00 -0.63 -0.29
H -1.58 0.72 1.08
H -2.54 -0.71 0.68
H -2.06 0.42 -0.59
H -0.15 -1.39 1.02
H -0.62 -1.65 -0.65
H 2.30 1.36 0.39
H 1.65 0.17 1.65
```

Here is C45H58F8I3NO15 as an isolated structure from OMol25. Energies are from ωB97M-V with the def2-TZVPD basis set.

Computed properties:
* LUMO energy: -1.40 eV
* HOMO level: -8.9838 eV
* HOMO-LUMO gap: 7.58 eV

```
130
C45H58F8I3NO15 ωB97M-V with the def2-TZVPD basis set
C 4.59 2.84 -0.63
N 4.65 2.16 -1.91
C 5.58 1.02 -1.96
C 5.56 0.16 -0.70
C 6.67 0.06 0.15
C 7.95 0.75 -0.18
I 9.02 -0.15 -1.77
C 8.41 1.80 0.49
C 7.65 2.49 1.59
I 10.27 2.69 0.06
C 6.64 -0.72 1.33
C 7.84 -0.93 2.22
O 8.68 -1.95 1.69
C 8.22 -3.25 1.97
C 5.47 -1.38 1.67
C 4.37 -1.28 0.84
C 4.40 -0.55 -0.35
C 3.16 -0.57 -1.19
O 3.24 -0.57 -2.39
C 1.85 -0.65 -0.47
C 1.86 -1.38 0.73
C 0.70 -1.49 1.46
C -0.50 -0.92 1.03
C -1.68 -1.14 1.98
C -2.28 -2.55 1.77
C -2.03 -3.43 2.99
I -4.40 -2.53 1.42
C -0.53 -0.19 -0.18
C -1.81 0.45 -0.67
F -1.91 0.34 -2.01
F -2.89 -0.17 -0.19
C -1.98 2.01 -0.34
F -3.24 2.22 0.07
F -1.80 2.72 -1.46
C -1.07 2.58 0.77
F 0.19 2.66 0.37
F -1.16 1.87 1.88
F -1.49 3.82 1.04
C 0.67 -0.04 -0.93
C 0.75 0.78 -2.21
C 0.56 -0.06 -3.48
F 1.34 0.48 -4.49
C 3.12 -1.99 1.23
O 3.12 -2.96 1.93
H 4.23 3.86 -0.80
H 5.57 2.96 -0.19
H 3.89 2.40 0.09
H 3.73 1.78 -2.11
H 6.57 1.44 -2.08
H 5.38 0.43 -2.84
H 7.03 3.30 1.21
H 7.03 1.78 2.12
H 8.34 2.91 2.31
H 7.50 -1.24 3.21
H 8.48 -0.06 2.28
H 7.25 -3.47 1.52
H 8.93 -3.95 1.54
H 8.17 -3.45 3.04
H 5.41 -1.97 2.57
H 0.73 -2.03 2.39
H -2.41 -0.35 1.93
H -1.25 -1.12 2.98
H -1.80 -3.03 0.92
H -0.97 -3.40 3.23
H -2.55 -3.02 3.85
H -2.35 -4.45 2.83
H 1.70 1.29 -2.27
H -0.03 1.52 -2.19
H -0.46 0.01 -3.82
H 0.85 -1.10 -3.33
C -5.32 -10.16 4.09
C -4.19 -9.91 3.11
O -4.66 -9.30 1.91
C -4.90 -7.99 1.98
O -4.73 -7.30 2.95
O -5.35 -7.58 0.80
C -5.72 -6.20 0.75
H -6.11 -10.74 3.62
H -4.95 -10.71 4.96
H -5.75 -9.22 4.44
H -3.75 -10.86 2.81
H -3.40 -9.31 3.56
H -4.91 -5.56 1.11
H -6.61 -6.03 1.35
H -5.92 -5.96 -0.29
C -4.97 4.65 0.04
C -4.61 6.12 -0.03
O -5.78 6.96 -0.08
C -6.38 7.16 1.09
O -6.03 6.73 2.15
O -7.45 7.93 0.87
C -8.24 8.18 2.04
H -5.64 4.38 -0.77
H -4.08 4.04 -0.02
H -5.48 4.42 0.98
H -4.07 6.33 -0.96
H -3.97 6.42 0.80
H -7.63 8.57 2.84
H -8.74 7.27 2.35
H -8.98 8.92 1.75
C -7.51 -4.73 -5.94
C -6.04 -4.42 -5.78
O -5.51 -4.96 -4.57
C -5.24 -6.27 -4.60
O -5.38 -7.00 -5.54
O -4.78 -6.62 -3.39
C -4.51 -8.02 -3.25
H -8.06 -4.40 -5.06
H -7.91 -4.22 -6.82
H -7.67 -5.80 -6.06
H -5.88 -3.34 -5.71
H -5.46 -4.77 -6.63
H -3.85 -8.37 -4.04
H -5.44 -8.59 -3.26
H -4.02 -8.15 -2.29
C 1.71 7.94 -0.65
C 2.60 7.03 0.17
O 3.99 7.21 -0.16
C 4.56 8.29 0.37
O 4.04 9.10 1.09
O 5.83 8.32 -0.06
C 6.56 9.47 0.38
H 1.91 7.79 -1.72
H 0.66 7.72 -0.46
H 1.89 8.98 -0.42
H 2.38 5.99 -0.04
H 2.44 7.19 1.24
H 6.50 9.59 1.45
H 6.19 10.37 -0.12
H 7.60 9.30 0.08
```

Here is a 2-piece molecular cluster, H2NP2 overall from OMol25. Energies are from ωB97M-V with the def2-TZVPD basis set.

Computed properties:
* LUMO energy (spin up / spin down): -8.19 / -8.00 eV
* total charge: +1
* HOMO level (spin up / spin down): -14.8661 / -17.0264 eV
* 2S+1: 3
* HOMO-LUMO gap (spin up / spin down): 6.67 / 9.02 eV
* expectation value of S²: 2.02

```
5
H2NP2 ωB97M-V with the def2-TZVPD basis set
N 0.54 -0.37 0.22
P -2.15 0.34 0.12
P 1.56 0.66 -0.11
H -2.47 -0.75 -0.84
H 2.52 0.11 0.60
```

Here is a 2-piece molecular cluster, C6H9N overall from OMol25. Energies are from ωB97M-V with the def2-TZVPD basis set.

Computed properties:
* ΔE to the lowest compared entry with this formula, charge and spin: 6.739 eV
* LUMO energy: 0.48 eV
* HOMO level: -8.0959 eV
* HOMO-LUMO gap: 8.58 eV

```
16
C6H9N ωB97M-V with the def2-TZVPD basis set
C -0.26 1.49 0.22
C 0.10 0.03 0.25
C 0.62 -0.52 -1.07
C 2.00 -0.09 -0.85
C 3.03 0.26 -0.33
C -1.57 -1.41 0.83
N -2.24 -0.57 0.12
H 0.60 2.03 0.64
H -1.07 1.67 0.92
H -0.51 1.97 -0.74
H 0.18 -0.16 -2.01
H 0.61 -1.62 -1.09
H 3.94 0.56 0.15
H -1.01 -2.19 0.33
H -1.67 -1.52 1.91
H -2.75 0.06 0.75
```

Here is one molecule with the formula C3H6ClF from OMol25. Energies are from ωB97M-V with the def2-TZVPD basis set.

Computed properties:
* ΔE to the lowest compared entry with this formula, charge and spin: 0.934 eV
* LUMO energy: 1.03 eV
* HOMO level: -10.4540 eV
* structure (SMILES): FCCCCl
* HOMO-LUMO gap: 11.48 eV

```
11
C3H6ClF ωB97M-V with the def2-TZVPD basis set
F 0.62 1.60 0.66
C 1.13 0.54 0.03
C 0.19 -0.68 0.19
C -1.24 -0.13 -0.01
Cl -1.25 0.38 -1.67
H 1.98 0.11 0.63
H 1.25 0.82 -0.97
H 0.43 -1.36 -0.65
H 0.31 -1.04 1.19
H -1.80 -1.07 0.17
H -1.62 0.82 0.43
```

Here is a 2-piece molecular cluster, C23H46N3O7P overall from OMol25. Energies are from ωB97M-V with the def2-TZVPD basis set.

Computed properties:
* ΔE to the lowest compared entry with this formula, charge and spin: 0.000 eV
* LUMO energy: 0.64 eV
* HOMO level: -6.6863 eV
* structure (SMILES): CCCN[C@]1(OCCOCC)[C@H](CCCC(=O)OCC)C(=O)O[C@]1(CN)P(C)C.CNC(C)=O
* HOMO-LUMO gap: 7.33 eV

```
80
C23H46N3O7P ωB97M-V with the def2-TZVPD basis set
C -4.13 -0.77 -0.49
C -2.76 -0.95 -1.17
C -1.71 -1.66 -0.26
N -0.40 -0.98 -0.16
C -0.14 -0.30 1.08
O -0.41 -0.99 2.25
C -1.58 -0.59 2.94
C -2.29 -1.87 3.54
O -1.41 -2.97 3.46
C -2.07 -4.21 3.26
C -1.90 -4.71 1.83
C -0.37 1.24 1.04
C -1.65 1.77 0.36
C -1.94 3.23 0.75
C -2.98 3.86 -0.19
C -3.07 5.35 0.02
O -3.98 5.83 0.57
O -2.07 6.14 -0.48
C -1.36 6.89 0.51
C 0.07 6.35 0.70
C 0.80 1.75 0.14
O 0.85 2.68 -0.54
O 1.84 0.88 0.26
C 1.50 -0.19 1.15
C 2.05 0.10 2.57
N 3.43 0.58 2.53
P 2.21 -1.78 0.36
C 3.67 -1.35 -0.72
C 2.74 -2.94 1.72
H -4.03 -0.57 0.58
H -4.80 -1.61 -0.66
H -4.59 0.12 -0.92
H -2.94 -1.59 -2.04
H -2.38 -0.01 -1.57
H -1.51 -2.62 -0.77
H -2.13 -1.92 0.70
H -0.33 -0.36 -0.96
H -1.33 0.07 3.78
H -2.32 -0.11 2.29
H -3.15 -2.08 2.89
H -2.62 -1.70 4.57
H -3.11 -4.19 3.58
H -1.57 -4.93 3.91
H -2.66 -4.34 1.14
H -1.89 -5.80 1.75
H -0.94 -4.36 1.43
H -0.19 1.77 1.98
H -1.48 1.79 -0.71
H -2.54 1.20 0.63
H -1.04 3.84 0.66
H -2.29 3.32 1.78
H -2.67 3.70 -1.23
H -3.96 3.41 -0.05
H -1.87 6.87 1.47
H -1.30 7.94 0.23
H 0.02 5.52 1.41
H 0.71 7.11 1.16
H 0.46 6.03 -0.26
H 1.40 0.87 3.00
H 1.99 -0.81 3.15
H 3.47 1.49 2.08
H 3.96 -0.03 1.92
H 4.16 -0.45 -0.33
H 3.29 -1.17 -1.71
H 4.34 -2.21 -0.72
H 2.70 -3.95 1.31
H 2.12 -2.87 2.61
H 3.79 -2.74 1.96
C 3.62 -2.92 -6.90
N 3.89 -3.09 -5.48
C 3.89 -2.14 -4.50
C 3.57 -0.72 -4.91
O 4.13 -2.44 -3.35
H 2.76 -3.54 -7.18
H 4.49 -3.24 -7.47
H 3.40 -1.88 -7.14
H 4.10 -4.01 -5.14
H 3.61 -0.08 -4.03
H 4.31 -0.36 -5.64
H 2.57 -0.66 -5.34
```